Entry 1:
ORCA calculation (wB97M-V/def2-TZVPD) on a structure of composition H21O11.

Summary:
ΔE to the lowest compared entry with this formula, charge and spin, kJ/mol: 361.5
Charge: -1
Kohn-Sham gap, Ha: 0.308
Highest occupied orbital energy, eV: -5.797
2S+1: 1

Each line ends with the Löwdin charge.
Positions of all 32 atoms, in Å:
O1 -0.380 1.431 -1.032  -0.135
H1 -0.100 0.801 -0.324  0.044
H2 0.916 0.099 -3.851  -0.030
O2 0.810 0.980 -3.791  -0.013
H3 -1.995 1.947 -3.401  -0.033
H4 0.741 -4.667 0.897  -0.004
O3 -3.657 0.548 1.699  -0.013
H5 -1.361 0.919 -4.355  0.067
H6 1.903 2.718 3.449  -0.067
O4 0.763 2.573 1.082  -0.244
H7 1.296 3.054 0.608  -0.130
H8 -1.235 -1.327 2.136  -0.014
O5 3.816 -2.603 -1.441  -0.101
H9 3.208 1.113 1.797  -0.056
H10 -0.205 2.261 -0.465  0.037
O6 1.744 1.806 3.330  -0.336
H11 1.271 1.953 2.102  0.070
H12 0.431 -4.163 -0.485  0.031
O7 0.894 -4.841 0.002  -0.030
H13 -3.985 1.407 1.525  0.036
O8 -2.239 1.380 -4.078  -0.084
H14 -2.928 0.427 1.104  0.023
H15 -4.407 -0.326 -1.547  0.088
O9 -3.806 -0.525 -0.766  -0.030
H16 -4.012 -0.090 -0.029  -0.110
H17 0.458 1.071 -2.903  0.001
O10 3.557 0.350 2.173  -0.129
H18 2.858 -2.367 -1.276  0.054
H19 3.093 0.432 3.083  0.049
O11 -1.136 -2.213 2.393  -0.058
H20 4.280 -1.958 -0.868  0.042
H21 -0.594 -2.190 3.235  0.076



Entry 2:
ORCA calculation (wB97M-V/def2-TZVPD) on an isolated molecule of C2HN5O.

Summary:
ΔE to the lowest compared entry with this formula, charge and spin, kJ/mol: 324.3
Charge: 0
Kohn-Sham gap, Ha: 0.301
Highest occupied orbital energy, eV: -10.056
2S+1: 1
SMILES: O=c1ncnnnn1

Each line ends with the Löwdin charge.
Positions of all 9 atoms, in Å:
O1 -1.023 -1.941 -0.587  0.178
C1 -0.278 -1.051 -0.692  -0.509
N1 0.981 -0.778 -0.111  0.180
C2 0.874 0.073 0.902  -0.167
N2 -0.266 0.696 1.171  0.046
N3 -0.969 1.308 0.307  0.026
N4 -0.581 1.294 -0.948  -0.028
N5 -0.361 0.207 -1.656  0.169
H1 1.623 0.192 1.613  0.104



Entry 3:
ORCA calculation (wB97M-V/def2-TZVPD) on a structure of composition C41H48BrClN5O4S2W.

Summary:
ΔE to the lowest compared entry with this formula, charge and spin, kJ/mol: 46.6
Charge: +1
Kohn-Sham gap (alpha / beta), Ha: 0.247 / 0.266
Highest occupied orbital energy (alpha / beta), eV: -9.701 / -10.379
2S+1: 3

Each line ends with the Mulliken spin population.
Positions of all 103 atoms, in Å:
W1 -0.101 0.198 0.183  1.802
S1 0.011 -4.415 0.761  0.016
C1 0.974 -4.060 -0.645  -0.007
C2 1.697 -4.935 -1.448  0.003
C3 2.436 -4.399 -2.483  -0.001
C4 2.458 -3.017 -2.709  0.005
C5 1.732 -2.152 -1.917  0.004
C6 0.969 -2.685 -0.878  -0.014
N1 0.180 -1.970 0.019  -0.050
C7 -0.332 -2.741 0.952  0.103
C8 -1.022 -2.109 2.058  -0.003
C9 -1.682 -2.807 3.069  -0.025
C10 -2.271 -2.105 4.102  0.040
C11 -2.186 -0.714 4.114  -0.029
C12 -1.538 -0.034 3.091  0.082
C13 -0.926 -0.700 2.024  -0.122
H1 1.685 -6.001 -1.262  0.000
H2 3.010 -5.054 -3.123  0.000
H3 3.050 -2.619 -3.523  0.000
H4 1.748 -1.085 -2.093  0.023
H5 -1.729 -3.891 3.045  0.002
H6 -2.784 -2.629 4.898  0.002
H7 -2.630 -0.156 4.929  0.000
H8 -1.514 1.050 3.129  0.023
C14 -0.106 3.221 -7.512  0.001
C15 0.530 1.873 -7.145  0.000
C16 -0.177 0.772 -7.937  0.000
C17 2.013 1.882 -7.545  0.000
C18 0.417 1.654 -5.639  0.007
C19 -0.268 0.588 -5.082  -0.002
C20 -0.314 0.450 -3.708  -0.010
Br1 -1.259 -1.051 -3.012  0.005
C21 0.316 1.328 -2.820  0.026
O1 0.326 1.067 -1.503  0.076
C22 0.969 2.452 -3.372  -0.012
C23 1.008 2.556 -4.756  -0.002
C24 1.658 3.576 -2.573  0.011
C25 1.404 3.558 -1.065  -0.020
C26 3.173 3.480 -2.802  0.000
C27 1.151 4.937 -3.083  0.001
H9 -0.030 3.386 -8.589  0.000
H10 0.389 4.053 -7.010  0.000
H11 -1.162 3.238 -7.236  0.000
H12 -0.060 0.963 -9.004  0.000
H13 -1.246 0.746 -7.718  0.000
H14 0.249 -0.211 -7.727  0.000
H15 2.109 2.041 -8.620  0.000
H16 2.485 0.930 -7.296  0.000
H17 2.563 2.677 -7.039  0.000
H18 -0.770 -0.146 -5.695  0.000
H19 1.531 3.403 -5.179  -0.001
H20 1.846 2.679 -0.596  0.020
H21 0.338 3.579 -0.839  -0.002
H22 1.859 4.449 -0.623  0.001
H23 3.556 2.517 -2.450  0.000
H24 3.685 4.275 -2.256  0.000
H25 3.425 3.575 -3.859  0.000
H26 0.070 5.018 -2.949  0.000
H27 1.374 5.102 -4.136  0.000
H28 1.627 5.739 -2.516  0.000
Cl1 -1.986 7.799 3.842  0.000
C28 -1.330 6.310 3.265  0.000
C29 -0.085 5.893 3.713  0.000
C30 0.435 4.698 3.250  0.000
C31 -0.288 3.920 2.351  -0.001
C32 -1.534 4.352 1.906  0.005
C33 -2.058 5.549 2.360  0.001
C34 0.292 2.640 1.876  -0.039
O2 -0.523 1.916 1.121  0.036
O3 1.419 2.279 2.170  -0.014
H29 0.466 6.502 4.417  0.000
H30 1.403 4.350 3.584  0.000
H31 -2.086 3.751 1.196  -0.003
H32 -3.022 5.899 2.018  0.000
C35 4.137 -1.153 1.236  0.001
S2 2.986 0.170 1.578  0.007
C36 3.997 1.534 1.032  0.001
O4 1.982 -0.049 0.433  0.063
H33 4.449 -1.106 0.194  0.000
H34 3.617 -2.090 1.431  -0.001
H35 4.986 -1.055 1.912  0.000
H36 4.883 1.564 1.667  0.000
H37 3.413 2.442 1.160  0.001
H38 4.268 1.370 -0.011  -0.001
C37 -5.998 2.415 1.181  0.000
C38 -6.244 0.910 1.215  0.000
C39 -5.621 0.274 2.454  -0.002
C40 -5.773 0.233 -0.076  0.000
N2 -4.349 0.439 -0.335  0.004
C41 -3.289 -0.168 0.192  0.010
N3 -2.220 0.427 -0.283  -0.042
N4 -2.647 1.425 -1.099  0.017
N5 -3.916 1.426 -1.134  0.001
H39 -6.437 2.888 2.059  0.000
H40 -6.433 2.872 0.291  0.000
H41 -4.928 2.636 1.187  0.000
H42 -7.323 0.732 1.242  0.000
H43 -4.548 0.476 2.510  0.002
H44 -5.771 -0.809 2.472  0.000
H45 -6.072 0.688 3.356  0.000
H46 -6.295 0.648 -0.935  0.000
H47 -5.951 -0.842 -0.039  0.000
H48 -3.309 -1.000 0.874  0.001



Entry 4:
ORCA calculation (wB97M-V/def2-TZVPD) on a structure of composition C24H25I2N2O2PRuS.

Summary:
ΔE to the lowest compared entry with this formula, charge and spin, kJ/mol: 59.1
Charge: +1
Kohn-Sham gap (alpha / beta), Ha: 0.245 / 0.246
Highest occupied orbital energy (alpha / beta), eV: -10.321 / -10.341
2S+1: 2

Each line ends with the Mulliken spin population.
Positions of all 58 atoms, in Å:
Ru1 0.085 0.055 -0.109  0.059
I1 -0.067 0.451 2.530  0.008
C1 3.395 0.352 1.511  0.868
I2 2.969 0.922 -0.410  0.038
H1 3.463 -0.705 1.695  0.033
H2 3.682 1.120 2.208  0.015
O1 0.314 -0.804 -2.151  0.004
C2 0.083 0.383 -2.013  -0.043
C3 -0.082 1.521 -2.853  0.025
C4 0.156 1.530 -4.231  -0.001
C5 0.116 2.744 -4.888  -0.001
C6 -0.139 3.919 -4.183  0.001
C7 -0.384 3.906 -2.817  0.000
C8 -0.370 2.696 -2.139  -0.007
P1 -0.684 2.401 -0.359  -0.015
C9 -2.497 2.557 -0.259  -0.002
C10 -3.089 2.369 0.989  0.003
C11 -4.467 2.399 1.118  -0.001
C12 -5.271 2.616 0.006  0.000
C13 -4.689 2.824 -1.235  0.000
C14 -3.304 2.799 -1.368  0.000
C15 -0.102 3.891 0.493  -0.004
C16 -0.914 5.024 0.574  0.000
C17 -0.427 6.187 1.148  0.000
C18 0.866 6.228 1.649  0.000
C19 1.671 5.100 1.588  -0.001
C20 1.188 3.934 1.015  0.000
H3 0.396 0.614 -4.754  0.000
H4 0.311 2.788 -5.951  0.000
H5 -0.136 4.863 -4.712  0.000
H6 -0.577 4.829 -2.285  0.000
H7 -2.470 2.184 1.859  -0.001
H8 -4.916 2.244 2.090  0.000
H9 -6.347 2.634 0.110  0.000
H10 -5.309 3.024 -2.100  0.000
H11 -2.863 2.995 -2.339  0.000
H12 -1.930 4.998 0.201  0.000
H13 -1.062 7.061 1.210  0.000
H14 1.243 7.137 2.099  0.000
H15 2.672 5.123 1.997  0.000
H16 1.809 3.048 0.993  0.011
C21 -0.022 -2.871 1.291  0.000
C22 0.774 -1.799 0.595  -0.001
O2 1.926 -1.977 0.312  0.005
H17 0.041 -3.778 0.687  0.000
H18 -1.053 -2.591 1.472  0.000
H19 0.474 -3.074 2.241  0.000
C23 -3.072 -0.664 -4.026  0.000
N1 -2.792 -0.370 -2.631  0.000
C24 -2.515 -1.274 -1.710  -0.002
N2 -2.500 -2.564 -2.019  0.001
S1 -2.208 -0.770 -0.079  0.007
H20 -3.193 0.273 -4.561  0.000
H21 -3.994 -1.240 -4.133  0.000
H22 -2.243 -1.214 -4.474  0.000
H23 -2.870 0.583 -2.290  0.001
H24 -2.781 -2.917 -2.920  0.000
H25 -2.266 -3.220 -1.293  0.000